Record 1
Below is a cluster of 6 separate species, C23H46O11 in total in a non-equilibrium geometry, with properties calculated with ωB97M-V/def2-TZVPD.

XYZ file:
```
80
C23H46O11 | the OMol25 dataset | ωB97M-V/def2-TZVPD
C -25.19 1.03 14.37
C -24.32 0.83 13.09
O -23.11 1.60 13.26
C -22.16 1.65 12.32
C -21.09 2.61 12.54
O -22.20 0.76 11.53
H -24.80 0.65 15.35
H -26.02 0.27 14.43
H -25.61 1.91 14.61
H -23.96 -0.24 13.20
H -24.89 0.82 12.10
H -21.42 3.45 13.11
H -20.76 2.85 11.64
H -20.20 2.19 13.15
C -21.02 -4.38 12.72
C -21.72 -5.22 13.76
O -22.67 -6.16 13.07
C -23.56 -6.87 13.90
C -24.45 -7.52 12.92
O -23.48 -6.95 15.06
H -21.64 -3.70 12.04
H -20.52 -4.86 12.01
H -20.36 -3.80 13.22
H -21.12 -5.86 14.31
H -22.33 -4.68 14.39
H -24.21 -8.51 12.59
H -24.67 -6.92 12.04
H -25.54 -7.69 13.28
C -17.41 -4.17 15.31
C -16.43 -3.10 15.32
O -15.65 -3.16 14.04
C -14.98 -2.22 13.57
C -14.55 -2.46 12.13
O -14.76 -1.12 14.11
H -16.88 -5.09 15.33
H -18.24 -4.22 14.49
H -18.01 -4.30 16.25
H -16.96 -1.98 15.53
H -15.74 -2.84 16.12
H -15.35 -2.34 11.31
H -13.88 -3.33 12.22
H -13.76 -1.79 12.02
C -19.01 -0.69 13.16
C -20.32 -0.92 14.00
O -20.13 -1.96 14.85
C -21.05 -2.14 15.91
C -20.61 -3.34 16.82
O -22.15 -1.61 16.01
H -18.78 -1.59 12.56
H -18.21 -0.53 14.01
H -19.04 0.17 12.32
H -20.91 -0.05 14.41
H -21.24 -1.22 13.40
H -21.27 -3.09 17.47
H -19.56 -3.23 17.42
H -20.93 -4.41 16.57
C -18.06 2.95 15.03
C -18.60 3.04 16.44
O -19.80 2.24 16.60
C -20.90 3.02 16.34
C -22.16 2.14 16.57
O -20.98 4.07 15.87
H -17.16 3.27 14.86
H -18.56 3.60 14.33
H -18.06 2.02 14.73
H -17.88 2.80 17.04
H -18.89 3.95 16.97
H -22.70 2.57 17.34
H -21.89 1.06 16.81
H -22.82 2.06 15.71
C -19.23 -1.95 20.42
C -18.37 -1.31 19.27
C -18.19 0.17 19.32
O -17.60 -2.07 18.45
H -20.15 -1.57 20.51
H -18.83 -2.01 21.27
H -19.28 -2.93 20.26
H -18.83 0.74 20.03
H -18.43 0.49 18.40
H -17.14 0.30 19.48
```

Its gap between HOMO and LUMO is 0.3675 hartree. Its SMILES is CCOC(C)=O.CCOC(C)=O.CCOC(C)=O.CCOC(C)=O.CCOC(C)=O.CC(C)=O. The value obtained for the electronic energy is -47110.759 eV. As for the multiplicity: 1.

Here are the Löwdin charges for atoms 1 to 8, given in e: atom 1 (C): -0.07, atom 2 (C): -0.18, atom 3 (O): -0.05, atom 4 (C): -0.56, atom 5 (C): 0.04, atom 6 (O): 0.10, atom 7 (H): 0.08, atom 8 (H): 0.09

=====

Record 2
Below is a cluster of 2 separate species, C4H9NO in total, with properties calculated with ωB97M-V/def2-TZVPD.

XYZ file:
```
15
C4H9NO | the OMol25 dataset | ωB97M-V/def2-TZVPD
C 2.74 -0.06 0.52
C 2.19 0.91 -0.21
C -0.36 0.26 -0.21
O -0.14 -0.84 0.52
N -1.65 0.37 -0.49
C -2.72 -0.54 -0.09
H 0.83 -0.84 0.67
H 3.13 -0.97 0.06
H 2.85 0.04 1.60
H 1.82 1.83 0.23
H 2.09 0.84 -1.29
H -1.89 1.17 -1.04
H -3.66 -0.16 -0.50
H -2.53 -1.55 -0.47
H -2.79 -0.59 1.00
```

Its gap between HOMO and LUMO is 0.3364 hartree. The value obtained for the electronic energy is -7829.059 eV. As for the multiplicity: 1.

Here are the Löwdin charges for atoms 1 to 8, given in e: atom 1 (C): -0.13, atom 2 (C): -0.13, atom 3 (C): -0.19, atom 4 (O): -0.01, atom 5 (N): -0.07, atom 6 (C): -0.09, atom 7 (H): 0.04, atom 8 (H): 0.06

=====

Record 3
Below is a cluster of 2 separate species, C5H12N2 in total in a non-equilibrium geometry, with properties calculated with ωB97M-V/def2-TZVPD.

XYZ file:
```
19
C5H12N2 | the OMol25 dataset | ωB97M-V/def2-TZVPD
C 1.17 2.88 0.29
C 1.63 2.00 1.19
C -1.55 -2.43 -0.59
C -0.89 -0.39 0.85
C -0.63 -1.22 -0.35
N 0.86 0.15 -1.27
N 0.25 -0.96 -1.27
H 0.36 3.51 0.68
H 1.44 3.15 -0.64
H 1.38 1.92 2.19
H -1.34 -3.19 0.25
H -1.57 -2.86 -1.52
H -2.52 -2.10 -0.18
H -0.13 0.43 0.99
H -1.71 0.17 0.41
H -1.25 -0.92 1.82
H 1.60 0.34 -1.90
H 2.51 1.25 0.99
H 0.37 -1.74 -1.94
```

Its gap between HOMO and LUMO is 0.2861 hartree. The value obtained for the electronic energy is -8355.078 eV. As for the multiplicity: 1.

Here are the Löwdin charges for atoms 1 to 8, given in e: atom 1 (C): -0.07, atom 2 (C): -0.11, atom 3 (C): -0.04, atom 4 (C): -0.05, atom 5 (C): -0.36, atom 6 (N): 0.00, atom 7 (N): -0.14, atom 8 (H): 0.05

=====

Record 4
Below is a structure of composition C27H30IN5S4SbY in a non-equilibrium geometry, with properties calculated with ωB97M-V/def2-TZVPD.

XYZ file:
```
69
C27H30IN5S4SbY | the OMol25 dataset | ωB97M-V/def2-TZVPD
Y -1.33 0.01 0.32
C 2.99 -2.31 1.30
C 2.21 -2.89 0.11
C 0.68 -3.01 0.29
N -0.13 -2.07 -0.46
C -0.43 -2.41 -1.70
C 0.19 -3.49 -2.39
C -0.16 -4.16 -3.55
C -1.31 -4.08 -4.32
C -2.35 -3.17 -4.10
C -2.38 -2.07 -3.29
C -1.39 -1.53 -2.41
N -1.34 -0.27 -2.09
C -2.12 0.67 -2.88
C -1.38 2.00 -2.99
C -1.29 2.77 -1.67
N -0.49 2.11 -0.66
C 0.76 2.44 -0.51
C 1.47 3.27 -1.43
C 2.66 3.96 -1.30
C 3.48 4.12 -0.18
C 3.32 3.47 1.03
C 2.47 2.43 1.37
C 1.45 1.77 0.63
N 0.96 0.60 0.95
C 1.65 -0.21 1.94
C 2.98 -0.79 1.41
H 2.60 -2.75 2.22
H 4.03 -2.64 1.21
H 2.42 -2.29 -0.78
H 2.61 -3.90 -0.09
H 0.37 -4.03 0.04
H 0.45 -2.88 1.35
H 1.12 -3.83 -1.94
H 0.55 -4.92 -3.86
H -1.43 -4.79 -5.12
H -3.26 -3.34 -4.68
H -3.31 -1.50 -3.28
H -2.28 0.28 -3.89
H -3.11 0.84 -2.43
H -0.37 1.81 -3.38
H -1.91 2.63 -3.71
H -0.93 3.79 -1.86
H -2.31 2.87 -1.28
H 1.01 3.36 -2.40
H 2.97 4.50 -2.19
H 4.31 4.81 -0.28
H 4.01 3.77 1.82
H 2.62 2.04 2.37
H 1.82 0.34 2.88
H 0.98 -1.03 2.21
H 3.16 -0.36 0.42
H 3.80 -0.47 2.05
S -5.74 1.25 -1.36
Sb -5.00 0.52 0.69
S -3.13 2.29 1.07
S -3.54 -1.33 0.16
S -2.98 2.43 3.09
I -1.90 -2.64 3.14
C -1.41 -0.66 3.76
C -1.17 -0.47 5.10
C -0.67 0.82 5.47
C -0.61 1.81 4.55
C -1.16 1.58 3.21
N -1.29 0.23 2.79
H -1.27 -1.27 5.81
H -0.31 0.97 6.48
H -0.23 2.79 4.79
H -0.69 2.19 2.44
```

Its gap between HOMO and LUMO is 0.2091 hartree. Its charge is -2. The value obtained for the electronic energy is -94964.226 eV. As for the multiplicity: 1.

Here are the Löwdin charges for atoms 1 to 8, given in e: atom 1 (Y): 1.03, atom 2 (C): -0.22, atom 3 (C): -0.19, atom 4 (C): -0.27, atom 5 (N): -0.04, atom 6 (C): -0.26, atom 7 (C): -0.05, atom 8 (C): -0.13

=====

Record 5
Below is a cluster of 2 separate species, C3H2N6O2 in total in a non-equilibrium geometry, with properties calculated with ωB97M-V/def2-TZVPD.

XYZ file:
```
13
C3H2N6O2 | the OMol25 dataset | ωB97M-V/def2-TZVPD
C -0.03 -0.04 -0.02
C 0.91 0.92 -0.21
C -1.24 0.62 0.14
N 3.26 0.78 -0.39
N 0.26 2.12 -0.21
N -0.97 1.96 -0.03
N 2.15 0.83 -0.25
N 1.34 -2.15 0.08
N -2.52 0.17 0.47
O 1.17 -2.57 1.16
O 1.52 -2.53 -0.99
H -2.53 -0.80 0.16
H -3.32 0.68 0.11
```

Its gap between HOMO and LUMO (alpha / beta) is 0.2588 / 0.2540 hartree. The value obtained for the electronic energy is -16169.435 eV. As for the multiplicity: 1.

Here are the Löwdin charges for atoms 1 to 8, given in e: atom 1 (C): 0.12, atom 2 (C): -0.44, atom 3 (C): -0.39, atom 4 (N): 0.32, atom 5 (N): 0.04, atom 6 (N): 0.05, atom 7 (N): 0.03, atom 8 (N): -0.28

=====

Record 6
Below is a structure of composition C4H7NO2, with properties calculated with ωB97M-V/def2-TZVPD.

XYZ file:
```
14
C4H7NO2 | the OMol25 dataset | ωB97M-V/def2-TZVPD
O 1.57 -1.06 -0.58
C 0.29 -0.72 -0.99
C -0.79 -1.24 -0.32
O -1.23 0.12 1.39
C -0.17 0.72 1.66
N 0.64 1.27 0.73
C 0.13 1.21 -0.50
H 1.81 -0.43 0.13
H 0.20 -0.50 -2.05
H -1.79 -1.11 -0.72
H -0.66 -1.93 0.51
H 0.20 0.76 2.69
H -0.95 1.32 -0.65
H 0.76 1.59 -1.30
```

Its gap between HOMO and LUMO is 0.3335 hartree. The value obtained for the electronic energy is -9843.553 eV. As for the multiplicity: 1.

Here are the Löwdin charges for atoms 1 to 8, given in e: atom 1 (O): -0.02, atom 2 (C): -0.34, atom 3 (C): 0.10, atom 4 (O): -0.04, atom 5 (C): -0.35, atom 6 (N): -0.01, atom 7 (C): -0.10, atom 8 (H): 0.09

=====

Record 7
Below is the molecule C5H6O, with properties calculated with ωB97M-V/def2-TZVPD.

XYZ file:
```
12
C5H6O | the OMol25 dataset | ωB97M-V/def2-TZVPD
C 0.80 -2.14 -0.36
C 0.55 -0.70 -0.12
C 0.58 0.39 -0.89
C -0.02 1.37 -0.23
C -0.20 2.31 0.84
O -1.26 1.80 -0.05
H -0.19 -2.62 -0.31
H 1.25 -2.37 -1.32
H 1.39 -2.54 0.47
H 0.15 -0.55 0.89
H 0.05 3.35 0.69
H -0.27 1.93 1.86
```

Its gap between HOMO and LUMO is 0.3523 hartree. Its SMILES is CC=C=C1CO1. The value obtained for the electronic energy is -7324.619 eV. As for the multiplicity: 1.

Here are the Löwdin charges for atoms 1 to 8, given in e: atom 1 (C): -0.11, atom 2 (C): -0.24, atom 3 (C): 0.02, atom 4 (C): -0.32, atom 5 (C): 0.00, atom 6 (O): 0.09, atom 7 (H): 0.08, atom 8 (H): 0.07

=====

Record 8
Below is a structure of composition C45H38Br2I2MnN5O2S3 in a non-equilibrium geometry, with properties calculated with ωB97M-V/def2-TZVPD.

XYZ file:
```
98
C45H38Br2I2MnN5O2S3 | the OMol25 dataset | ωB97M-V/def2-TZVPD
Mn -0.02 0.04 -0.47
I 1.91 -3.93 6.84
C 1.31 -2.91 5.07
C 1.15 -1.52 5.15
C 1.01 -0.87 3.94
I -1.69 0.76 5.92
C 0.99 -1.53 2.72
O 0.81 -0.67 1.65
C 1.13 -2.93 2.62
C 1.07 -3.56 1.24
N -0.08 -3.06 0.56
C -1.32 -3.06 1.27
C -2.37 -2.15 0.78
C -3.73 -2.51 1.05
C -4.73 -2.04 0.22
C -4.33 -1.16 -0.78
C -3.00 -0.74 -0.84
N -2.01 -1.17 -0.07
C 1.29 -3.62 3.85
H 1.04 -0.98 6.02
H 1.18 -4.66 1.24
H 2.03 -3.21 0.73
H -0.18 -3.60 -0.30
H -1.19 -2.67 2.29
H -1.74 -4.10 1.38
H -4.01 -3.25 1.80
H -5.78 -2.31 0.32
H -4.96 -0.79 -1.59
H -2.64 -0.05 -1.66
H 1.52 -4.66 3.80
Br 6.83 -0.50 -0.57
C 5.00 -0.33 -0.65
C 4.25 -0.37 -1.79
C 2.86 -0.45 -1.60
N 2.34 -0.08 -0.49
C 3.11 0.18 0.62
C 4.44 -0.15 0.60
C 2.60 0.70 1.89
C 3.46 1.17 2.81
C 2.87 1.63 4.07
Br 4.23 2.65 5.13
C 1.55 1.67 4.37
C 0.73 0.63 3.56
N 1.19 0.62 2.16
H 4.81 -0.52 -2.71
H 2.01 -0.51 -2.33
H 5.09 -0.23 1.40
H 4.47 1.41 2.51
H 1.06 2.18 5.17
H -0.31 0.81 3.69
O -1.11 1.57 0.11
C -1.04 2.98 0.13
C -2.29 3.60 -0.48
C -3.46 2.95 -0.59
C -4.48 3.74 -1.25
C -3.99 4.99 -1.57
S -2.42 5.26 -0.94
C -0.95 3.46 1.52
C -0.38 4.59 1.99
C -0.51 4.67 3.42
C -1.31 3.72 3.90
S -1.74 2.61 2.71
C 0.19 3.45 -0.67
C 0.17 3.67 -2.01
C 1.45 4.01 -2.55
C 2.46 3.89 -1.63
S 1.74 3.51 -0.06
H -3.48 1.91 -0.34
H -5.45 3.31 -1.61
H -4.60 5.76 -1.99
H 0.21 5.21 1.38
H -0.14 5.54 4.03
H -1.61 3.56 4.92
H -0.77 3.67 -2.52
H 1.62 4.30 -3.57
H 3.43 4.28 -1.71
C 1.08 -3.78 -3.42
N -0.32 -3.60 -3.69
C -1.02 -4.85 -3.45
C -0.99 -2.52 -3.06
C -0.67 -1.14 -3.55
C -1.05 -0.79 -4.84
C -0.78 0.45 -5.36
C 0.12 1.33 -4.67
C 0.53 0.91 -3.39
C 0.08 -0.24 -2.75
H 1.44 -4.58 -4.07
H 1.28 -4.29 -2.39
H 1.62 -2.85 -3.53
H -0.73 -5.73 -4.02
H -2.05 -4.71 -3.67
H -0.99 -5.11 -2.39
H -0.93 -2.55 -1.94
H -2.03 -2.74 -3.27
H -1.67 -1.50 -5.49
H -1.21 0.61 -6.35
H 0.26 2.32 -5.01
H 1.23 1.59 -2.87
```

Its gap between HOMO and LUMO (alpha / beta) is 0.2177 / 0.2170 hartree. Its charge is -1. The value obtained for the electronic energy is -278936.801 eV. As for the multiplicity: 6.

Here are the Löwdin charges for atoms 1 to 8, given in e: atom 1 (Mn): 0.92, atom 2 (I): 0.79, atom 3 (C): -0.66, atom 4 (C): -0.11, atom 5 (C): -0.09, atom 6 (I): -0.19, atom 7 (C): -0.16, atom 8 (O): -0.08